# 1
Formula: C20H29N3O9
Source: the OMol25 dataset
Level of theory: ωB97M-V/def2-TZVPD

orbital gap = 0.3707 Ha
SMILES = CC(=O)OCC[C@](C#N)(CCC(N)=O)[C@@H](C)C#N.C[C@@H]1COC(=O)O1.C[C@@H]1COC(=O)O1
calculated total energy = -44103.8604 eV
2S+1 = 1
HOMO level = -10.09 eV

Each line ends with the Mulliken charge.
Cartesian coordinates (Å):
C (2.159, 0.736, -0.383)  -0.1432
C (1.268, 0.196, -1.633)  0.5293
O (1.674, -0.809, -2.287)  -0.5863
O (0.079, 0.921, -1.956)  -0.2724
C (-1.084, 0.014, -2.036)  -0.4494
C (-2.380, 0.909, -1.767)  -0.8086
C (-3.795, 0.147, -1.854)  1.3329
C (-4.207, 0.066, -3.428)  -0.1654
N (-4.491, 0.107, -4.610)  -0.5997
C (-4.849, 1.129, -1.069)  -1.2429
C (-6.389, 0.694, -1.237)  -0.2924
C (-7.276, 2.040, -0.952)  0.2565
N (-6.809, 2.951, 0.146)  -0.6318
O (-8.287, 2.301, -1.669)  -0.5025
C (-3.804, -1.364, -1.314)  0.1924
C (-3.886, -1.444, 0.320)  -1.0316
C (-5.041, -2.254, -1.885)  -0.0587
N (-6.084, -2.758, -2.247)  -0.5044
H (2.684, -0.145, 0.149)  0.0315
H (2.941, 1.514, -0.739)  0.2364
H (1.466, 1.306, 0.340)  0.1059
H (-1.057, -0.457, -3.093)  0.2165
H (-0.966, -0.854, -1.272)  0.3258
H (-2.319, 1.365, -0.701)  0.2694
H (-2.414, 1.803, -2.494)  0.3615
H (-4.500, 1.270, 0.013)  0.4225
H (-4.742, 2.154, -1.611)  0.4864
H (-6.640, -0.045, -0.374)  0.1896
H (-6.672, 0.297, -2.271)  0.3646
H (-6.461, 2.400, 0.951)  0.3199
H (-6.004, 3.501, -0.195)  0.3392
H (-2.868, -1.982, -1.590)  0.5294
H (-3.635, -2.503, 0.700)  0.3984
H (-4.922, -1.148, 0.707)  0.2227
H (-3.056, -0.731, 0.707)  0.2560
C (5.748, -1.929, -1.940)  -1.3517
C (6.381, -0.688, -1.347)  0.4867
C (7.696, -0.951, -0.677)  -0.5507
O (7.776, 0.121, 0.253)  -0.3309
C (6.488, 0.436, 0.579)  0.5806
O (6.173, 1.146, 1.493)  -0.5213
O (5.606, -0.169, -0.270)  -0.2173
H (5.699, -2.737, -1.204)  0.3522
H (4.720, -1.726, -2.253)  0.2682
H (6.318, -2.281, -2.804)  0.3931
H (6.461, 0.095, -2.110)  0.2453
H (8.536, -0.932, -1.374)  0.3202
H (7.717, -1.892, -0.118)  0.3173
C (2.180, -0.459, 5.640)  -1.5002
C (1.748, -0.346, 4.194)  0.6030
C (2.894, -0.209, 3.238)  -0.6791
O (2.285, 0.450, 2.134)  -0.1725
C (1.269, 1.202, 2.658)  0.5794
O (0.673, 2.053, 2.057)  -0.5766
O (1.026, 0.859, 3.956)  -0.3889
H (2.867, 0.348, 5.911)  0.3637
H (1.319, -0.375, 6.308)  0.3687
H (2.677, -1.414, 5.824)  0.3809
H (1.095, -1.186, 3.930)  0.2625
H (3.313, -1.172, 2.940)  0.3449
H (3.699, 0.430, 3.616)  0.3252

# 2
Formula: C4H8OS
Source: the OMol25 dataset
Level of theory: ωB97M-V/def2-TZVPD

orbital gap = 0.3378 Ha
SMILES = C[C@H]1C[C@@H](O)S1
calculated total energy = -17158.6605 eV
2S+1 = 1
HOMO level = -8.55 eV
energy above the lowest of the compared OMol25 structures with the same formula, charge and spin = 41.3 kcal per mole

Each line ends with the Mulliken charge.
Cartesian coordinates (Å):
C (-0.880, -1.619, -0.904)  -1.2350
C (-0.592, -0.119, -0.755)  -0.1114
C (-0.397, 0.333, 0.804)  -0.9608
C (0.925, 1.183, 0.570)  0.0221
O (1.831, 1.034, 1.510)  -0.4551
S (1.152, 0.411, -1.183)  -0.2199
H (-1.311, -1.797, -1.910)  0.3104
H (-1.464, -1.989, -0.086)  0.3276
H (0.067, -2.102, -0.769)  0.3605
H (-1.111, 0.535, -1.273)  0.6202
H (-1.163, 1.028, 1.132)  0.3028
H (-0.220, -0.378, 1.535)  0.3840
H (0.531, 2.114, 0.229)  0.2898
H (2.632, 1.367, 1.102)  0.3648

# 3
Formula: C6H18N2O
Source: the OMol25 dataset
Level of theory: ωB97M-V/def2-TZVPD

orbital gap = 0.4420 Ha
calculated total energy = -11521.5800 eV
2S+1 = 1
total charge = +2
HOMO level = -19.61 eV
energy above the lowest of the compared OMol25 structures with the same formula, charge and spin = 0.0 kcal per mole

Each line ends with the Mulliken charge.
Cartesian coordinates (Å):
C (3.128, -0.379, -1.300)  -0.7468
C (3.076, 1.126, 0.607)  -0.9093
C (1.792, -0.831, 0.757)  -0.1912
C (-1.667, -1.189, 0.807)  -0.7344
C (-2.877, -0.313, -1.196)  -0.8636
C (-2.503, 1.093, 0.862)  -0.7846
N (2.593, -0.150, 0.063)  0.1379
N (-1.964, 0.050, -0.075)  -0.0321
O (-0.826, 0.556, -0.620)  -0.3233
H (2.305, -0.153, -1.991)  0.3212
H (4.061, 0.186, -1.447)  0.3266
H (3.174, -1.492, -1.345)  0.3670
H (4.166, 0.951, 0.548)  0.4081
H (2.950, 1.883, -0.235)  0.3499
H (2.721, 1.330, 1.597)  0.3322
H (-1.179, 1.301, -1.223)  0.4241
H (1.484, -1.873, 0.610)  0.3537
H (1.453, -0.433, 1.661)  0.2350
H (-0.897, -1.866, 0.306)  0.2715
H (-1.169, -0.773, 1.705)  0.3486
H (-2.546, -1.762, 0.989)  0.3719
H (-3.855, -0.272, -0.886)  0.4199
H (-2.998, 0.535, -1.976)  0.4040
H (-2.624, -1.251, -1.689)  0.3461
H (-3.175, 0.639, 1.533)  0.4018
H (-1.593, 1.199, 1.501)  0.3096
H (-3.030, 1.887, 0.436)  0.4563

# 4
Formula: C42H33OOsP2S
Source: the OMol25 dataset
Level of theory: ωB97M-V/def2-TZVPD

orbital gap (alpha / beta) = 0.1973 / 0.1954 Ha
calculated total energy = -77990.1506 eV
2S+1 = 1
total charge = +3
HOMO level (alpha / beta) = -16.74 / -16.73 eV
energy above the lowest of the compared OMol25 structures with the same formula, charge and spin = 12.8 kcal per mole

Each line ends with the Mulliken charge.
Cartesian coordinates (Å):
Os (1.064, -0.309, -0.034)  0.9087
O (2.226, 2.186, -1.612)  -0.8105
S (1.076, 1.305, -1.640)  1.0680
C (0.916, 0.545, -3.228)  0.0054
C (1.503, 1.096, -4.350)  -0.5874
C (1.239, 0.481, -5.574)  -0.8164
C (0.411, -0.633, -5.649)  -0.7874
C (-0.159, -1.182, -4.502)  -0.8066
C (0.115, -0.592, -3.277)  -0.0599
P (-0.435, -1.144, -1.677)  2.1729
C (-2.134, -1.644, -1.666)  0.2194
C (-2.528, -2.966, -1.457)  -0.5247
C (-3.877, -3.283, -1.498)  -0.8604
C (-4.816, -2.291, -1.753)  -0.6468
C (-4.418, -0.977, -1.977)  -0.8001
C (-3.076, -0.643, -1.936)  -0.1422
C (0.705, -2.341, -0.980)  -0.7721
C (0.389, -2.984, 0.255)  0.0650
C (1.279, -3.900, 0.792)  -0.8420
C (2.486, -4.157, 0.149)  -0.4871
C (2.846, -3.471, -1.011)  -0.9501
C (1.977, -2.558, -1.579)  -0.1505
C (-0.468, 2.185, -1.461)  1.0144
C (-0.954, 2.974, -2.490)  -0.6501
C (-2.177, 3.614, -2.314)  -0.8900
C (-2.890, 3.458, -1.131)  -1.0230
C (-2.380, 2.678, -0.095)  -1.1834
C (-1.161, 2.037, -0.258)  0.1440
P (-0.342, 1.157, 1.084)  1.2706
C (-1.529, 0.476, 2.218)  0.3369
C (-2.452, -0.466, 1.744)  0.3351
C (-3.393, -0.997, 2.608)  -0.8793
C (-3.411, -0.599, 3.943)  -0.7357
C (-2.498, 0.333, 4.412)  -0.8252
C (-1.553, 0.878, 3.555)  -0.8702
C (0.689, 2.394, 1.886)  1.1281
C (1.498, 2.035, 2.970)  -0.4085
C (2.222, 3.001, 3.641)  -0.9008
C (2.162, 4.329, 3.224)  -0.7588
C (1.372, 4.688, 2.143)  -0.7963
C (0.634, 3.727, 1.468)  -0.8925
H (2.139, 1.969, -4.275)  0.6586
H (1.682, 0.884, -6.475)  0.4746
H (0.214, -1.089, -6.610)  0.4958
H (-0.792, -2.058, -4.570)  0.6247
H (-1.795, -3.745, -1.284)  0.5202
H (-4.194, -4.306, -1.348)  0.4979
H (-5.867, -2.546, -1.791)  0.4781
H (-5.158, -0.218, -2.192)  0.4938
H (-2.763, 0.379, -2.119)  0.3028
H (-0.574, -2.815, 0.723)  0.4951
H (1.023, -4.424, 1.704)  0.5198
H (3.163, -4.897, 0.556)  0.5042
H (3.798, -3.674, -1.484)  0.5390
H (2.223, -2.071, -2.514)  0.4890
H (-0.404, 3.088, -3.416)  0.5664
H (-2.572, 4.231, -3.110)  0.4642
H (-3.843, 3.955, -1.007)  0.5135
H (-2.926, 2.578, 0.836)  0.6407
H (-2.451, -0.763, 0.701)  0.4612
H (-4.118, -1.712, 2.246)  0.5189
H (-4.149, -1.015, 4.617)  0.4520
H (-2.526, 0.647, 5.447)  0.4811
H (-0.862, 1.624, 3.922)  0.5402
H (1.557, 1.005, 3.297)  0.7348
H (2.838, 2.725, 4.486)  0.5026
H (2.738, 5.083, 3.744)  0.4530
H (1.324, 5.719, 1.821)  0.4850
H (0.021, 4.030, 0.631)  0.3880
C (4.741, -1.321, 2.849)  -0.4898
C (4.944, -0.556, 1.698)  -0.8760
C (3.855, -0.159, 0.960)  -0.2892
C (2.526, -0.584, 1.308)  0.6978
C (2.364, -1.352, 2.507)  0.0270
C (3.449, -1.689, 3.272)  -0.8069
H (5.598, -1.636, 3.432)  0.4883
H (5.945, -0.267, 1.408)  0.5321
H (3.993, 0.455, 0.077)  0.5101
H (1.373, -1.662, 2.821)  0.5583
H (3.327, -2.250, 4.190)  0.5430

# 5
Formula: C18H60N4O12
Source: the OMol25 dataset
Level of theory: ωB97M-V/def2-TZVPD

orbital gap = 0.3549 Ha
SMILES = NC(N)=O.NC(N)=O.CCO.CCO.CCO.CCO.CCO.CCO.CO.CO.CO.CO
calculated total energy = -50168.7462 eV
2S+1 = 1
HOMO level = -9.33 eV
energy above the lowest of the compared OMol25 structures with the same formula, charge and spin = 0.0 kcal per mole

Each line ends with the Mulliken charge.
Cartesian coordinates (Å):
N (-3.175, 2.011, -2.705)  -0.2853
C (-3.946, 0.962, -2.280)  0.6377
N (-4.172, 0.935, -0.928)  -0.2549
O (-4.448, 0.169, -3.066)  -0.6503
H (-2.738, 2.632, -2.052)  0.1352
H (-3.145, 2.174, -3.693)  0.2384
H (-3.777, 1.675, -0.376)  0.0311
H (-4.580, 0.129, -0.478)  0.1861
N (-0.214, -3.970, -2.269)  -0.1278
C (-0.151, -4.625, -1.077)  0.4330
N (-0.697, -3.923, -0.020)  0.1502
O (0.327, -5.747, -0.963)  -0.7146
H (-0.601, -3.046, -2.374)  0.1230
H (0.123, -4.408, -3.104)  0.1938
H (-0.610, -4.327, 0.892)  0.1821
H (-0.932, -2.951, -0.189)  -0.7370
C (2.108, -0.357, -3.924)  -0.9308
C (1.032, 0.686, -4.206)  0.6088
O (1.632, 1.765, -4.899)  -0.5802
H (1.715, -1.366, -3.779)  0.2071
H (2.659, -0.092, -3.023)  0.0812
H (2.769, -0.418, -4.791)  0.4426
H (0.753, 1.030, -3.200)  -0.1052
H (0.134, 0.281, -4.674)  0.0283
H (0.972, 2.260, -5.390)  0.3077
C (-1.886, -2.166, 2.916)  -0.9322
C (-2.265, -0.697, 3.030)  0.3294
O (-3.003, -0.304, 1.865)  -0.5396
H (-2.698, -2.826, 3.232)  0.3930
H (-1.085, -2.370, 3.632)  0.4477
H (-1.592, -2.414, 1.902)  -0.0649
H (-1.325, -0.141, 3.113)  -0.1535
H (-2.860, -0.489, 3.923)  0.4639
H (-2.808, 0.639, 1.773)  -0.0558
C (-2.629, 2.872, 3.199)  -0.8866
C (-2.529, 3.360, 1.752)  -0.3480
O (-1.896, 2.375, 0.924)  -0.2489
H (-1.658, 2.834, 3.696)  0.1552
H (-3.148, 1.917, 3.276)  0.2294
H (-3.211, 3.547, 3.833)  0.4685
H (-1.904, 4.259, 1.780)  0.3545
H (-3.506, 3.648, 1.370)  0.4003
H (-1.097, 2.145, 1.425)  -0.0427
C (2.912, 2.316, -0.701)  0.0843
C (3.428, 3.737, -0.725)  -0.5025
O (2.506, 4.547, -1.453)  -0.5362
H (3.670, 1.632, -0.309)  0.1348
H (2.513, 1.896, -1.623)  0.0925
H (2.120, 2.222, 0.054)  -0.2446
H (4.341, 3.713, -1.335)  0.3587
H (3.647, 4.100, 0.279)  0.2962
H (2.843, 5.446, -1.487)  0.2906
C (0.746, -0.624, 0.650)  -0.0085
C (0.030, -0.532, -0.696)  -0.0145
O (-1.271, -1.091, -0.619)  0.9044
H (0.656, -1.643, 1.026)  0.3660
H (0.333, 0.055, 1.394)  -0.3704
H (1.780, -0.385, 0.387)  -0.1282
H (0.600, -1.083, -1.447)  -0.2999
H (0.023, 0.498, -1.068)  0.5941
H (-1.982, -0.497, -0.352)  -0.3614
C (4.589, -0.983, 4.146)  -1.0344
C (3.338, -0.169, 3.849)  -0.1709
O (3.607, 0.627, 2.685)  -0.4480
H (4.454, -1.640, 5.015)  0.3945
H (5.458, -0.371, 4.361)  0.2647
H (4.691, -1.667, 3.305)  0.1770
H (2.995, 0.472, 4.669)  0.4473
H (2.441, -0.775, 3.660)  0.1863
H (3.668, -0.023, 1.961)  0.1891
C (4.210, -2.151, 0.170)  -0.5356
O (4.799, -0.980, 0.740)  -0.5256
H (5.003, -2.817, -0.178)  0.4391
H (3.766, -2.739, 0.978)  0.2206
H (3.410, -1.940, -0.540)  0.1302
H (5.246, -0.501, 0.036)  0.2587
C (-2.204, -1.078, -4.862)  -0.7120
O (-2.066, -1.780, -3.652)  -0.4521
H (-2.319, 0.005, -4.778)  0.1694
H (-1.372, -1.239, -5.551)  0.3864
H (-3.093, -1.472, -5.369)  0.2589
H (-2.584, -1.347, -2.964)  0.1169
C (-4.122, -3.298, -0.195)  -0.4306
O (-4.513, -2.009, 0.245)  -0.5498
H (-3.078, -3.361, -0.487)  0.1271
H (-4.310, -4.037, 0.594)  0.2681
H (-4.792, -3.601, -0.997)  0.3095
H (-3.821, -1.544, 0.733)  0.2931
C (1.208, 3.424, 2.615)  -0.7422
O (0.904, 2.073, 2.965)  -0.2804
H (2.237, 3.561, 2.269)  0.2694
H (0.612, 3.709, 1.747)  0.2858
H (1.081, 4.013, 3.524)  0.2684
H (1.724, 1.659, 3.260)  0.1959

# 6
Formula: C15H20BNO10
Source: the OMol25 dataset
Level of theory: ωB97M-V/def2-TZVPD

orbital gap = 0.2859 Ha
calculated total energy = -38522.8092 eV
2S+1 = 1
HOMO level = -8.81 eV

Each line ends with the Mulliken charge.
Cartesian coordinates (Å):
C (-0.914, -4.774, -5.157)  0.2184
C (0.026, -4.440, -4.488)  -0.6090
C (1.160, -4.054, -3.650)  -0.8889
C (0.737, -3.116, -2.505)  -0.4385
C (0.802, -1.658, -2.953)  -0.8910
C (0.376, -0.595, -1.925)  0.3565
C (0.208, -1.098, -0.506)  -0.8604
O (-0.174, -0.092, 0.403)  -0.3427
C (-0.006, 1.254, -0.005)  -0.5861
C (1.260, 1.546, -0.793)  -0.0033
C (2.559, 1.656, -0.005)  -1.0561
C (2.971, 0.446, 0.803)  -0.6010
O (3.427, -0.517, -0.167)  -0.6018
N (1.416, 0.514, -1.913)  -0.1437
H (-1.741, -5.030, -5.762)  0.4281
H (1.912, -3.566, -4.276)  0.3366
H (1.633, -4.952, -3.250)  0.3579
H (1.371, -3.296, -1.635)  0.3131
H (-0.284, -3.368, -2.215)  0.3986
H (0.164, -1.557, -3.834)  0.2374
H (1.825, -1.449, -3.287)  0.3587
H (-0.539, -0.106, -2.260)  0.3881
H (-0.564, -1.868, -0.497)  0.3677
H (1.144, -1.559, -0.178)  0.2384
H (-0.888, 1.597, -0.551)  0.3597
H (0.037, 1.857, 0.899)  0.2789
H (1.096, 2.509, -1.277)  0.3084
H (2.474, 2.538, 0.632)  0.4639
H (3.379, 1.860, -0.704)  0.4783
H (3.777, 0.717, 1.486)  0.4744
H (2.139, 0.044, 1.387)  0.3480
H (3.616, -1.351, 0.273)  0.3124
H (2.347, 0.089, -1.843)  0.5297
H (1.364, 0.995, -2.809)  0.4108
B (-2.961, 2.387, 4.059)  1.1069
O (-2.481, 1.150, 4.681)  -0.4712
C (-2.585, 1.244, 6.003)  0.5739
O (-2.271, 0.411, 6.798)  -0.5900
C (-3.180, 2.639, 6.319)  0.5717
O (-3.412, 3.076, 7.404)  -0.5725
O (-3.376, 3.257, 5.157)  -0.5029
O (-1.885, 3.013, 3.237)  -0.5331
C (-2.273, 3.098, 1.989)  0.7697
O (-1.609, 3.495, 1.065)  -0.6992
C (-3.699, 2.512, 1.884)  0.5282
O (-4.328, 2.409, 0.870)  -0.6172
O (-4.054, 2.132, 3.094)  -0.5059